# 1
10
Properties=species:S:1:pos:R:3:lowdin_charge:R:1 method="wB97M-V/def2-TZVPD" spin_multiplicity=7 gap_ev="7.41 / 9.11" lumo_energy_ev="-15.79 / -13.68" e_homo_ev="-23.20 / -22.79" total_charge=+3
O 0.35 -0.46 -0.98 -0.09
C -0.48 -0.53 -0.05 -0.36
C -1.88 -0.08 -0.26 0.01
H -2.53 -0.72 0.35 0.13
H -1.99 0.92 0.20 0.14
H -2.14 -0.04 -1.33 0.13
O 3.08 0.68 1.68 -0.14
C 3.96 1.37 1.54 0.21
Tb 1.11 -0.79 1.79 2.05
Li 0.52 -0.36 -2.92 0.92

# 2
10
Properties=species:S:1:pos:R:3:nbo_charge:R:1 method="wB97M-V/def2-TZVPD" gap_ev="4.32 / 5.60" lumo_energy_ev="-4.63 / -4.39" e_homo_ev="-8.96 / -9.99" total_charge=+1
O -3.34 1.46 1.01 -0.43
C -3.51 0.74 0.15 0.71
C -3.90 -0.17 -0.95 -0.96
H -4.79 -0.63 -0.50 0.27
H -3.89 -1.07 -1.58 0.24
H -3.27 0.26 -1.74 0.21
O 0.51 -0.54 -0.85 -0.70
C -0.10 -1.33 -1.41 0.68
Tl 0.68 -0.09 1.67 0.21
Li 0.60 1.54 -0.71 0.77

# 3
10
Properties=species:S:1:pos:R:3:nbo_charge:R:1 method="wB97M-V/def2-TZVPD" spin_multiplicity=2 gap_ev="5.25 / 7.13" lumo_energy_ev="-12.22 / -12.22" e_homo_ev="-17.46 / -19.35" total_charge=+2
O -0.42 0.80 -0.66 -0.44
Mg -3.74 -1.33 0.48 1.95
O -2.17 -0.46 -0.10 -0.98
C -0.96 -0.53 -0.37 1.01
O -0.12 -1.38 -0.11 -0.53
C 0.75 1.13 -0.20 0.35
H 2.09 -0.56 -0.62 0.27
H 0.78 2.12 0.28 0.25
C 1.68 0.09 0.15 -0.14
H 2.10 0.12 1.16 0.26

# 4
7
Properties=species:S:1:pos:R:3:nbo_charge:R:1 method="wB97M-V/def2-TZVPD" gap_ev="8.85 / 8.85" lumo_energy_ev="-0.12 / -0.12" e_homo_ev="-8.98 / -8.98" smiles="C#CN=C"
C 1.99 0.57 0.07 -0.30
C 0.78 0.08 0.12 0.15
N -0.25 -0.71 0.05 -0.42
C -1.45 -0.28 0.04 0.01
H 2.94 0.74 -0.34 0.24
H -2.12 -1.04 -0.27 0.17
H -1.89 0.64 0.33 0.17

For the records above, the corresponding electronic energy values read -29860.239 -12138.792 -14725.685 -4645.713 eV.
For the records above, the corresponding relative energy (zero: lowest compared OMol25 entry of this formula, charge and spin) values read 2.2 156.2 2.3 64.8 kcal/mol.